C38H52BCuN9O | ωB97M-V/def2-TZVPD

Cartesian coordinates (Å):
Cu  1.327  -0.174  -0.831
C  0.128  -1.108  4.214
C  -0.639  -1.971  3.277
C  -0.886  -3.321  3.396
C  -1.413  -3.715  2.148
N  -1.469  -2.686  1.373
N  -0.979  -1.641  2.018
B  -0.869  -0.418  1.047
N  -2.149  0.364  0.834
N  -1.962  1.390  -0.046
C  -3.022  2.099  -0.066
C  -4.020  1.500  0.758
C  -3.382  0.395  1.321
C  -3.963  -0.719  2.245
C  -3.054  3.352  -0.936
C  -2.504  2.984  -2.330
C  -4.459  3.870  -1.032
C  -2.188  4.429  -0.278
N  0.283  0.535  1.525
N  1.510  0.150  1.126
C  2.390  1.044  1.562
C  1.658  2.010  2.288
C  0.341  1.689  2.230
C  -0.927  2.304  2.862
C  3.902  0.986  1.321
C  4.283  2.031  0.208
C  4.666  1.234  2.570
C  4.296  -0.391  0.712
C  -1.657  -5.154  1.634
C  -1.486  -6.208  2.763
C  -3.047  -5.303  1.055
C  -0.638  -5.622  0.514
H  0.391  -1.889  5.028
H  -0.368  -0.291  4.683
H  1.081  -0.656  3.922
H  -0.748  -3.869  4.330
H  -0.618  -0.823  -0.115
H  -5.060  1.811  0.920
H  -4.983  -1.049  1.872
H  -4.128  -0.392  3.286
H  -3.269  -1.544  2.385
H  -3.282  2.281  -2.750
H  -1.544  2.453  -2.419
H  -2.498  3.915  -2.988
H  -5.109  3.076  -1.319
H  -4.508  4.724  -1.753
H  -4.786  4.299  -0.064
H  -1.179  4.172  -0.180
H  -2.588  4.714  0.693
H  -2.166  5.386  -0.834
H  2.063  2.903  2.688
H  -0.632  3.121  3.570
H  -1.426  1.591  3.468
H  -1.684  2.513  2.086
H  3.752  2.936  0.282
H  4.027  1.683  -0.787
H  5.321  2.248  0.229
H  4.436  2.198  3.023
H  5.688  1.234  2.329
H  4.580  0.445  3.358
H  3.723  -0.510  -0.259
H  4.070  -1.253  1.347
H  5.400  -0.410  0.570
H  -2.154  -6.027  3.594
H  -0.469  -6.183  3.100
H  -1.762  -7.199  2.350
H  -3.758  -5.191  1.848
H  -3.206  -6.321  0.678
H  -3.324  -4.586  0.260
H  0.316  -5.813  1.011
H  -0.544  -4.835  -0.245
H  -1.078  -6.481  0.022
C  0.759  -1.462  -4.838
C  1.154  -1.299  -3.344
N  1.125  -0.190  -2.757
N  0.760  0.928  -3.338
C  1.068  1.974  -2.526
O  1.463  1.772  -1.299
C  0.977  3.377  -3.019
C  0.839  4.504  -2.187
C  0.792  5.808  -2.768
C  1.035  5.986  -4.143
C  1.127  4.805  -4.879
C  1.035  3.539  -4.358
C  1.544  -2.433  -2.495
C  1.993  -3.657  -2.925
C  2.489  -4.574  -2.004
C  2.604  -4.208  -0.627
C  1.988  -2.990  -0.244
N  1.585  -2.116  -1.147
H  0.661  -0.508  -5.378
H  -0.231  -1.918  -4.913
H  1.565  -2.079  -5.264
H  0.850  4.461  -1.075
H  0.920  6.557  -1.985
H  1.266  6.929  -4.645
H  1.334  4.825  -5.946
H  1.098  2.692  -5.011
H  2.099  -3.921  -4.002
H  2.965  -5.496  -2.398
H  3.055  -4.950  0.036
H  2.034  -2.669  0.776

Output
E_HOMO (spin up / spin down) = -7.844 / -7.839 eV
frontier orbital gap (spin up / spin down) = 6.9 / 7.0 eV
<S²> = 0.7534
2S+1 = 2
E = -101025.1121 eV


C22H68O12 | ωB97M-V/def2-TZVPD

Cartesian coordinates (Å):
C  -3.625  -3.072  0.244
C  -4.361  -3.040  -1.093
C  -3.681  -3.927  -2.120
O  -5.721  -3.462  -0.947
H  -3.490  -4.047  0.725
H  -4.241  -2.481  0.927
H  -2.612  -2.683  0.135
H  -4.298  -1.963  -1.253
H  -2.639  -3.583  -2.157
H  -3.993  -3.733  -3.148
H  -3.681  -4.985  -1.874
H  -5.823  -3.897  -0.096
C  -1.999  2.059  -3.178
C  -1.620  3.462  -2.720
C  -2.745  4.063  -1.846
O  -0.496  3.446  -1.837
H  -1.309  1.767  -3.975
H  -2.976  2.163  -3.656
H  -2.006  1.306  -2.395
H  -1.538  4.048  -3.642
H  -3.695  3.814  -2.326
H  -2.695  5.153  -1.844
H  -2.736  3.709  -0.818
H  0.269  3.061  -2.311
C  0.677  -1.230  0.638
C  -0.342  -0.294  -0.007
C  -0.886  0.627  1.072
O  0.363  0.516  -0.990
H  1.429  -0.781  1.286
H  1.171  -1.835  -0.125
H  0.155  -1.961  1.269
H  -1.090  -0.796  -0.623
H  -1.410  1.482  0.640
H  -0.245  1.011  1.868
H  -1.618  0.039  1.640
H  0.444  1.390  -0.592
C  3.555  2.227  -4.584
C  2.132  2.047  -4.051
C  1.675  0.588  -4.023
O  2.014  2.582  -2.747
H  3.786  1.426  -5.298
H  4.319  1.954  -3.849
H  3.827  3.164  -5.065
H  1.401  2.485  -4.744
H  1.809  0.110  -4.994
H  0.650  0.507  -3.668
H  2.274  -0.038  -3.353
H  2.211  3.525  -2.706
C  4.261  -1.904  -0.278
C  4.925  -2.540  -1.488
C  5.304  -1.514  -2.566
O  5.975  -3.399  -1.054
H  4.821  -1.173  0.308
H  3.860  -2.609  0.453
H  3.359  -1.422  -0.672
H  4.208  -3.238  -1.922
H  5.443  -2.060  -3.501
H  6.308  -1.128  -2.353
H  4.669  -0.641  -2.690
H  6.619  -2.894  -0.546
C  -0.371  -5.115  3.023
O  0.237  -6.281  2.440
H  -0.626  -4.373  2.260
H  -1.304  -5.157  3.595
H  0.435  -4.754  3.667
H  1.004  -6.457  2.978
C  -3.658  -0.023  4.149
O  -3.033  -1.192  3.666
H  -4.396  0.397  3.466
H  -4.171  -0.248  5.091
H  -2.939  0.776  4.357
H  -2.160  -1.283  4.064
C  -2.365  4.070  2.187
O  -1.544  5.183  2.584
H  -1.946  3.487  1.368
H  -2.450  3.469  3.093
H  -3.355  4.439  1.900
H  -1.083  5.420  1.772
C  2.856  1.318  3.331
O  3.832  0.630  2.549
H  1.918  1.437  2.784
H  2.763  0.659  4.196
H  3.183  2.318  3.635
H  3.598  0.813  1.629
C  0.690  -1.429  5.199
O  -0.710  -1.448  5.461
H  1.176  -0.604  5.720
H  1.230  -2.354  5.423
H  0.782  -1.322  4.119
H  -0.843  -1.416  6.413
C  -4.299  0.481  -0.581
O  -4.162  1.314  0.566
H  -5.015  -0.307  -0.328
H  -4.685  1.099  -1.399
H  -3.333  0.067  -0.864
H  -4.987  1.802  0.630
C  4.181  2.430  -0.536
O  3.272  1.405  -0.204
H  3.555  3.260  -0.874
H  4.821  2.731  0.290
H  4.869  2.198  -1.356
H  2.695  1.162  -0.938

Output
relative energy (zero: lowest compared OMol25 entry of this formula, charge and spin) = 297.74 kJ/mol
E_HOMO = -9.896 eV
frontier orbital gap = 10.3 eV
E = -48482.2189 eV
SMILES = CC(C)O.CC(C)O.CC(C)O.CC(C)O.CC(C)O.CO.CO.CO.CO.CO.CO.CO


C3H7IS | ωB97M-V/def2-TZVPD

Cartesian coordinates (Å):
C  -0.715  1.158  -0.043
C  0.217  -1.264  1.446
C  0.074  0.094  -0.732
S  1.706  0.606  -1.175
I  -1.044  -0.936  -2.223
H  -1.104  1.904  -0.776
H  -0.023  1.515  0.704
H  -1.518  0.754  0.492
H  0.566  -2.183  1.297
H  -0.854  -1.224  1.574
H  0.781  -0.500  1.825
H  1.913  0.075  -2.389

Output
relative energy (zero: lowest compared OMol25 entry of this formula, charge and spin) = 311.62 kJ/mol
E_HOMO (spin up / spin down) = -8.415 / -7.802 eV
frontier orbital gap (spin up / spin down) = 8.3 / 7.9 eV
E = -22156.5817 eV


C37H34BrN6O2Sn | ωB97M-V/def2-TZVPD

Cartesian coordinates (Å):
Sn  0.457  -0.447  0.864
C  -0.566  2.606  5.311
C  -0.715  2.791  3.818
C  -1.952  2.435  3.133
C  -3.122  1.846  3.860
C  -2.105  2.719  1.795
C  -3.411  2.439  1.116
C  -1.065  3.291  1.057
C  -1.210  3.534  -0.449
C  0.059  3.786  1.740
C  0.993  4.746  1.110
C  0.310  3.453  3.087
C  1.741  3.648  3.646
H  -0.459  1.552  5.521
H  -1.353  3.094  5.885
H  0.383  3.055  5.657
H  -2.801  1.501  4.839
H  -3.595  0.973  3.301
H  -3.957  2.589  4.021
H  -3.974  1.603  1.609
H  -3.390  2.237  0.046
H  -4.096  3.326  1.274
H  -1.891  4.442  -0.643
H  -1.568  2.668  -0.994
H  -0.163  3.801  -0.712
H  1.747  4.299  0.406
H  1.508  5.193  1.970
H  0.491  5.548  0.521
H  1.794  4.636  4.110
H  2.441  3.528  2.750
H  2.000  2.899  4.428
C  -3.901  -1.746  0.482
C  -2.592  -1.813  0.932
N  -1.654  -1.417  0.063
C  -1.926  -0.990  -1.161
C  -3.318  -0.960  -1.570
N  -4.229  -1.355  -0.732
C  -0.776  -0.707  -2.039
C  -0.910  -0.963  -3.391
C  0.226  -0.734  -4.205
C  1.450  -0.330  -3.621
C  1.431  -0.052  -2.219
N  0.333  -0.251  -1.474
C  2.624  0.426  -1.509
C  3.866  0.852  -2.081
N  4.951  0.984  -1.300
C  4.864  0.771  0.029
C  3.612  0.538  0.614
N  2.557  0.295  -0.183
C  0.092  -0.831  -5.651
C  -1.089  -0.596  -6.329
C  -1.111  -0.451  -7.715
N  -0.001  -0.621  -8.441
C  1.134  -0.979  -7.828
C  1.237  -1.099  -6.445
H  -4.702  -1.995  1.212
H  -2.328  -1.904  1.983
H  -3.559  -0.888  -2.678
H  -1.912  -1.150  -3.766
H  2.368  -0.256  -4.178
H  3.921  0.962  -3.141
H  5.765  0.939  0.606
H  3.467  0.362  1.703
H  -1.969  -0.556  -5.771
H  -2.063  -0.252  -8.169
H  1.977  -1.250  -8.419
H  2.136  -1.384  -5.942
Br  2.095  -5.048  -0.921
C  1.720  -5.337  0.879
C  2.100  -6.600  1.363
C  1.675  -7.077  2.586
C  0.869  -6.343  3.418
C  0.538  -5.069  3.033
C  1.030  -4.548  1.801
C  0.834  -3.095  1.552
O  0.166  -2.407  2.388
O  1.461  -2.519  0.541
H  2.680  -7.208  0.744
H  2.000  -8.089  2.865
H  0.423  -6.641  4.354
H  -0.090  -4.414  3.650

Output
relative energy (zero: lowest compared OMol25 entry of this formula, charge and spin) = 4.71 kJ/mol
E_HOMO (spin up / spin down) = -15.552 / -15.552 eV
frontier orbital gap (spin up / spin down) = 3.4 / 4.8 eV
net charge = +3
E = -127802.5868 eV


C23H37F3N3OSi | ωB97M-V/def2-TZVPD

Cartesian coordinates (Å):
C  0.834  -4.672  0.350
C  0.929  -3.318  -0.562
C  0.101  -3.442  -1.928
O  -0.074  -2.196  -2.670
C  -0.797  -1.221  -1.960
N  -0.395  0.136  -1.722
C  0.826  0.902  -2.115
F  0.776  2.159  -1.475
F  0.674  1.175  -3.532
C  2.209  0.125  -1.960
C  2.531  -0.408  -0.476
Si  3.683  0.719  0.563
C  3.699  -0.054  2.350
C  5.512  0.674  -0.028
C  2.954  2.475  0.750
C  3.346  3.586  -0.279
C  2.657  4.981  -0.065
C  1.661  5.227  1.126
C  1.278  4.110  2.144
C  1.954  2.715  1.923
N  -1.287  0.928  -1.030
C  -2.404  0.076  -0.769
C  -3.692  0.637  -0.017
C  -3.366  0.641  1.574
C  -3.897  2.198  -0.439
C  -5.009  2.922  0.506
N  -2.097  -1.228  -1.339
C  -3.049  -2.375  -1.300
C  -3.349  -2.943  0.176
C  -2.091  -2.946  1.166
F  -4.461  -2.251  0.822
H  1.865  -5.152  0.518
H  0.468  -4.361  1.399
H  0.059  -5.401  -0.063
H  2.043  -3.253  -0.864
H  0.596  -2.463  0.113
H  -0.863  -4.008  -1.698
H  0.719  -4.134  -2.617
H  3.035  0.874  -2.269
H  2.206  -0.709  -2.763
H  3.094  -1.410  -0.610
H  1.554  -0.542  0.101
H  4.390  0.502  3.065
H  4.044  -1.149  2.200
H  2.609  -0.110  2.685
H  5.752  -0.305  -0.599
H  6.206  0.660  0.895
H  5.806  1.582  -0.679
H  4.053  3.418  -1.164
H  2.847  5.847  -0.776
H  1.147  6.237  1.266
H  0.552  4.236  3.011
H  1.683  1.856  2.619
H  -4.650  0.082  -0.292
H  -2.778  -0.318  1.785
H  -2.689  1.547  1.782
H  -4.372  0.692  2.116
H  -2.938  2.808  -0.327
H  -4.241  2.321  -1.524
H  -6.004  2.357  0.507
H  -4.620  3.088  1.579
H  -5.189  3.982  0.086
H  -2.779  -3.214  -2.044
H  -4.062  -1.963  -1.683
H  -3.701  -4.038  0.081
H  -1.672  -4.008  1.188
H  -1.317  -2.133  0.967
H  -2.510  -2.752  2.225

Output
E_HOMO = -10.767 eV
frontier orbital gap = 7.5 eV
net charge = +1
E = -46985.1466 eV
SMILES = CCCOc1n(C(F)(F)CC[Si](C)(C)c2ccccc2)nc([C@@H](C)CC)[n+]1C[C@@H](C)F


C44H60F3N6O7P2 | ωB97M-V/def2-TZVPD

Cartesian coordinates (Å):
C  1.913  3.515  2.766
C  1.865  2.052  2.260
C  3.208  1.328  2.360
C  4.422  2.073  1.735
C  5.241  1.154  0.811
N  5.562  -0.123  1.465
C  6.952  -0.549  1.248
C  6.981  -2.050  1.075
C  7.333  -2.887  2.104
C  7.308  -4.239  1.929
C  6.945  -4.800  0.739
C  6.617  -3.969  -0.304
C  6.632  -2.625  -0.129
O  6.269  -1.795  -1.190
C  1.275  2.054  0.804
C  2.096  2.734  -0.317
C  1.268  3.255  -1.517
C  0.093  2.384  -1.923
N  -1.108  2.365  -1.189
O  0.192  1.692  -2.929
C  0.890  0.584  0.689
C  0.900  -0.317  -0.486
C  -0.417  -1.074  -0.717
O  -0.039  -2.324  -1.285
C  -1.148  -3.094  -1.617
O  -1.427  -4.064  -0.964
N  0.529  0.216  1.873
C  0.658  1.266  2.892
C  -0.630  2.101  3.157
C  -1.917  1.249  3.191
C  -2.682  1.192  1.841
C  -3.396  -0.182  1.771
N  -4.064  -0.466  0.507
C  -5.347  0.151  0.292
N  -6.072  -0.267  -0.664
N  -5.834  1.236  1.062
P  1.154  0.639  4.616
P  -0.004  -1.137  5.043
O  -1.325  -0.892  5.611
O  -0.075  -2.066  3.728
O  0.856  -1.970  6.135
H  2.940  3.856  2.904
H  1.471  4.201  2.043
H  1.437  3.624  3.741
H  3.159  0.348  1.869
H  3.476  1.104  3.389
H  5.107  2.322  2.550
H  4.180  3.017  1.250
H  6.194  1.673  0.670
H  4.781  1.042  -0.180
H  4.984  -0.835  1.034
H  7.395  -0.093  0.352
H  7.600  -0.290  2.089
H  7.621  -2.442  3.049
H  7.580  -4.862  2.773
H  6.922  -5.876  0.637
H  6.352  -4.415  -1.254
H  7.028  -1.224  -1.353
H  0.301  2.556  0.760
H  2.557  3.603  0.148
H  2.852  2.026  -0.658
H  0.937  4.291  -1.389
H  1.924  3.259  -2.385
H  -1.699  1.595  -1.475
H  -1.640  3.221  -1.336
H  1.655  -1.086  -0.261
H  1.266  0.179  -1.381
H  -0.969  -1.232  0.217
H  -1.024  -0.543  -1.461
H  -1.741  -2.764  -2.485
H  0.205  -0.744  1.997
H  -0.559  2.597  4.120
H  -0.781  2.897  2.421
H  -2.585  1.710  3.920
H  -1.757  0.222  3.526
H  -1.985  1.317  1.007
H  -3.435  1.979  1.860
H  -4.075  -0.254  2.623
H  -2.625  -0.940  1.959
H  -3.438  -0.297  -0.269
H  -5.568  -1.037  -1.109
H  -5.714  1.113  2.058
H  -5.488  2.132  0.748
H  0.726  1.562  5.591
H  -0.175  -3.002  3.960
H  1.749  -1.589  6.132
F  -3.396  1.357  -2.637
C  -3.955  0.859  -3.782
C  -5.141  0.167  -3.690
C  -5.713  -0.339  -4.848
C  -5.084  -0.149  -6.073
C  -3.885  0.549  -6.140
C  -3.314  1.064  -4.985
H  -5.600  0.030  -2.717
H  -6.648  -0.879  -4.795
H  -5.529  -0.547  -6.975
H  -3.393  0.693  -7.092
H  -2.384  1.618  -5.015
F  0.466  -9.745  -4.652
C  -0.030  -8.777  -3.861
C  0.803  -8.169  -2.943
C  0.290  -7.167  -2.130
C  -1.043  -6.794  -2.238
C  -1.865  -7.422  -3.166
C  -1.357  -8.418  -3.988
H  1.837  -8.479  -2.868
H  0.933  -6.676  -1.411
H  -1.439  -6.018  -1.602
H  -2.906  -7.137  -3.249
H  -1.979  -8.913  -4.722
F  -4.888  4.558  1.622
C  -4.484  5.331  0.591
C  -4.008  4.722  -0.550
C  -3.595  5.508  -1.617
C  -3.656  6.891  -1.522
C  -4.135  7.487  -0.362
C  -4.558  6.703  0.703
H  -3.963  3.639  -0.601
H  -3.227  5.041  -2.523
H  -3.332  7.505  -2.352
H  -4.180  8.565  -0.286
H  -4.942  7.149  1.611

Output
E_HOMO = -10.484 eV
frontier orbital gap = 6.7 eV
net charge = +1
E = -96598.7477 eV